*A*
Density functional theory data (ωB97M-V/def2-TZVPD) for C36H40IrN8O3S as an isolated structure.

```
89
C36H40IrN8O3S, DFT ωB97M-V/def2-TZVPD
Ir 0.05851 0.02066 0.65586
C -4.98559 -0.11194 1.35716
N -4.08529 -0.14864 2.48746
C -4.73329 -0.17374 3.77866
C -2.77319 -0.19894 2.29666
O -2.26479 -0.14624 1.15796
C -1.88699 -0.29754 3.52876
O -0.54809 -0.55784 3.13506
C 0.42111 -0.14994 4.08736
C 1.14971 1.09236 3.56466
O 0.93771 1.44726 2.38566
N 1.97501 1.74196 4.36616
C 2.64821 2.93776 3.90166
C 2.27401 1.36936 5.72936
H -5.55869 0.81706 1.36026
H -5.69329 -0.94154 1.43056
H -4.41719 -0.18974 0.43356
H -5.70539 0.31006 3.68996
H -4.16339 0.35226 4.54046
H -4.91109 -1.19974 4.11236
H -2.22729 -1.11834 4.17526
H -1.96179 0.65146 4.07746
H 1.14521 -0.96764 4.20256
H -0.04469 0.04576 5.05596
H 2.10541 3.35526 3.05626
H 3.67361 2.70956 3.60556
H 2.68481 3.66986 4.70406
H 1.96761 0.35246 5.95736
H 1.78311 2.05536 6.42436
H 3.34971 1.45646 5.89466
N 2.41221 2.51466 -0.20544
C 3.01181 1.29586 -0.00824
C 4.42331 1.30796 0.01726
C 5.11851 0.14806 0.26236
C 4.39521 -1.02864 0.45076
C 3.01941 -0.97234 0.37596
N 2.32811 0.15646 0.16096
C 1.12631 2.98786 -0.14764
C 0.96571 4.39006 -0.13374
C -0.29359 4.93476 -0.02714
C -1.39159 4.07716 0.01836
C -1.15919 2.71676 -0.04934
N 0.06311 2.17906 -0.12024
H 3.09271 3.26546 -0.29094
H 4.95431 2.23376 -0.14654
H 6.19651 0.15376 0.31476
H 4.89341 -1.96444 0.64176
H 2.43471 -1.87274 0.48876
H 1.83311 5.03286 -0.18304
H -0.42789 6.00426 0.02596
H -2.39559 4.46096 0.09556
H -1.98169 2.01636 -0.03054
N -0.59039 -7.68454 0.74026
C -0.45219 -6.55354 0.68226
C -0.29839 -5.14064 0.62036
C -0.65249 -4.43464 -0.52944
C -0.47529 -3.06154 -0.53604
N 0.00581 -2.38534 0.50286
C 0.34681 -3.06124 1.59856
C 0.21881 -4.43554 1.70616
H -1.04199 -4.94744 -1.39384
H -0.71099 -2.48284 -1.41664
H 0.74521 -2.48864 2.42226
H 0.52711 -4.94844 2.60436
N -0.70569 -0.26344 -1.62374
S -0.50749 0.50736 -3.01884
C 1.00211 -0.18254 -3.79634
C 1.13021 -1.52814 -4.10054
C 2.28321 -1.94074 -4.75704
C 3.26791 -1.03034 -5.10334
C 3.10271 0.31826 -4.82464
C 1.96111 0.74666 -4.16324
C -1.82349 -0.00534 -4.15934
C -2.92749 -0.74474 -3.75834
C -3.92019 -1.00494 -4.68714
C -3.83709 -0.47654 -5.97164
C -2.71759 0.24736 -6.36514
C -1.71119 0.50266 -5.45244
H -1.69039 -0.34344 -1.37584
H 0.36111 -2.24414 -3.85934
H 2.39591 -2.98524 -5.01094
H 4.16171 -1.36674 -5.61004
H 3.84281 1.03926 -5.13594
H 1.81711 1.79756 -3.96354
H -3.01179 -1.14214 -2.75734
H -4.76859 -1.60874 -4.40354
H -4.66159 -0.60744 -6.65544
H -2.65029 0.63846 -7.36844
H -0.84779 1.08086 -5.74154
```

Summary:
* 2S+1: 2
* net charge: +4
* ⟨S²⟩: 0.844

*B*
Density functional theory data (ωB97M-V/def2-TZVPD) for C36H40IrN8O3S as an isolated structure.

```
89
C36H40IrN8O3S, DFT ωB97M-V/def2-TZVPD
Ir -0.33325 -0.29383 -0.26527
C -4.90004 0.76946 2.62552
N -4.11165 0.07942 1.58504
C -4.86332 -0.93709 0.82359
C -2.89558 0.41618 1.25833
O -2.31391 -0.13822 0.25572
C -2.17467 1.48196 2.05309
O -0.85284 1.46239 1.56858
C 0.14962 1.98863 2.42047
C 1.35210 1.09349 2.22899
O 1.40142 0.41614 1.15332
N 2.26026 1.02247 3.16507
C 3.39113 0.08494 3.07743
C 2.25079 1.89723 4.36111
H -5.41581 0.01962 3.21921
H -5.64441 1.41022 2.15391
H -4.27991 1.37113 3.28169
H -5.38487 -1.57832 1.52962
H -4.18795 -1.52240 0.21162
H -5.59977 -0.44738 0.18623
H -2.21806 1.25095 3.11921
H -2.63908 2.45915 1.89276
H -0.17105 2.01334 3.46158
H 0.39573 3.00952 2.11337
H 3.17073 -0.70519 2.36932
H 3.55326 -0.34576 4.06291
H 4.29426 0.61542 2.77774
H 1.76056 2.84541 4.16014
H 3.28172 2.10343 4.63479
H 1.76780 1.39377 5.19817
N -1.60701 -3.44640 -0.34670
C -1.23038 -3.05866 0.91175
C -1.56421 -3.94255 1.95007
C -1.27417 -3.62360 3.24322
C -0.63105 -2.40644 3.49409
C -0.31597 -1.61101 2.43706
N -0.59836 -1.90530 1.12466
C -1.52623 -2.82328 -1.55408
C -2.02066 -3.55572 -2.64676
C -1.99073 -3.03420 -3.90284
C -1.39855 -1.77902 -4.08535
C -0.90006 -1.13087 -3.00331
N -0.97650 -1.60729 -1.70364
H -2.02772 -4.36075 -0.38571
H -2.05110 -4.88001 1.70690
H -1.54408 -4.29272 4.05029
H -0.36902 -2.10426 4.49846
H 0.20316 -0.69315 2.60377
H -2.41425 -4.54909 -2.47165
H -2.39415 -3.59157 -4.73902
H -1.33122 -1.32162 -5.06299
H -0.41133 -0.18662 -3.13095
N -1.81226 5.53077 -4.59291
C -1.57758 4.61207 -3.94168
C -1.28283 3.46343 -3.12990
C -2.27534 2.53481 -2.82475
C -1.96722 1.45592 -2.02662
N -0.72285 1.26269 -1.53870
C 0.23889 2.15910 -1.84472
C -0.00027 3.26342 -2.62890
H -3.27946 2.65308 -3.21000
H -2.71666 0.72867 -1.76195
H 1.21999 1.97310 -1.43056
H 0.79472 3.96505 -2.84409
N 1.64833 -0.58955 -1.10110
S 2.59141 -1.18107 -2.28827
C 2.27423 -0.36926 -3.80815
C 2.63205 0.97391 -3.95372
C 2.47255 1.54834 -5.19938
C 1.98529 0.78865 -6.26725
C 1.65440 -0.55071 -6.10022
C 1.80030 -1.15106 -4.85686
C 4.25955 -0.78991 -1.88245
C 4.60574 -0.03834 -0.76362
C 5.95375 0.19076 -0.54253
C 6.91089 -0.34302 -1.40135
C 6.53420 -1.08543 -2.51382
C 5.19397 -1.33864 -2.75816
H 2.14612 -0.67807 -0.20030
H 3.06431 1.53594 -3.13315
H 2.75624 2.58224 -5.35402
H 1.88922 1.24535 -7.24434
H 1.30604 -1.13510 -6.94260
H 1.58106 -2.20397 -4.72022
H 3.86364 0.39612 -0.10368
H 6.26355 0.79670 0.29893
H 7.96152 -0.19444 -1.18868
H 7.28248 -1.48256 -3.18728
H 4.89622 -1.94718 -3.60581
```

Summary:
* 2S+1: 2
* net charge: +4
* ⟨S²⟩: 0.760

Which of them is most stable? Easy: *B*.

*A*
Density functional theory data (ωB97M-V/def2-TZVPD) for C15H24NO2 as an isolated structure.

```
42
C15H24NO2, DFT ωB97M-V/def2-TZVPD
C -3.26476 -2.06604 -1.09145
C -3.47021 -0.89410 -0.31177
C -4.77980 -0.45753 -0.03665
C -5.18405 0.50487 0.76517
C -4.19524 1.13359 1.16804
C -2.95936 0.91121 1.08535
C -2.69978 -0.21655 0.39131
O -1.28728 -0.38832 -0.15193
C -0.80131 0.12814 -1.32700
C 0.08568 1.37101 -1.01472
O 0.93515 1.79811 -2.02240
H 0.44776 1.92205 -2.96754
C 0.88278 1.20027 0.18612
N 2.05859 0.58555 0.16011
H 2.12564 0.38212 -1.02841
C 1.77461 -0.87757 0.84662
C 3.00516 -1.93695 0.33805
C 4.27830 -1.25966 0.80675
C 4.58481 0.31643 0.11532
C 3.28011 1.13692 0.71785
H 3.36907 2.08196 0.07783
H 3.14367 1.27034 1.84377
H 5.39850 0.76586 0.60612
H 4.47936 0.23240 -0.73713
H 5.12223 -1.66806 0.12227
H 4.45270 -1.16721 1.80520
H 2.82033 -2.94067 0.72874
H 2.98996 -1.73552 -0.83144
H 0.78954 -1.26846 0.53870
H 1.88726 -0.76736 1.87848
H 1.21440 2.50317 0.47480
H 0.20530 0.99124 0.98868
H -0.61772 2.30327 -0.92641
H -1.56515 0.15336 -1.98596
H -0.10162 -0.71815 -1.64486
H -2.05928 1.79617 1.48101
H -4.41976 2.16148 1.78109
H -6.26992 0.79667 1.27588
H -5.75308 -1.11152 -0.39663
H -3.48274 -1.66103 -2.13472
H -3.96090 -2.93390 -0.84577
H -2.45896 -2.37759 -0.72844
```

Summary:
* net charge: +1

*B*
Density functional theory data (ωB97M-V/def2-TZVPD) for an isolated ion of composition C15H24NO2 and charge +1.

```
42
C15H24NO2, DFT ωB97M-V/def2-TZVPD
C 3.42222 2.18460 -0.89119
C 2.92341 1.52957 -2.17032
C 2.17466 2.51495 -3.05329
N 2.01022 0.40903 -1.80172
C 1.77213 -0.63125 -2.82349
C 0.69890 -1.57839 -2.26681
O 1.16276 -1.95698 -0.98846
C -0.67313 -0.86730 -2.19494
O -0.61566 0.28119 -1.37085
C -0.90861 0.17359 -0.00492
C -0.27093 1.09950 0.81243
C -0.51291 1.12433 2.17720
C -1.38626 0.20408 2.71910
C -2.03012 -0.71664 1.89559
C -1.80540 -0.74041 0.53320
C -2.95502 -1.58022 2.69571
C -2.48449 -1.35701 4.14227
C -1.81968 0.02933 4.14124
H 3.93631 1.46854 -0.25399
H 4.12506 2.97605 -1.13328
H 2.60108 2.62825 -0.33360
H 3.76873 1.09927 -2.71698
H 1.85301 2.06047 -3.98606
H 1.30385 2.91106 -2.53555
H 2.82412 3.34847 -3.30286
H 2.35329 -0.08217 -0.96538
H 1.04919 0.76102 -1.54830
H 1.43025 -0.17483 -3.75173
H 2.69846 -1.17956 -3.00691
H 0.60401 -2.44591 -2.93304
H 0.61535 -2.65880 -0.62172
H -0.95587 -0.51984 -3.19218
H -1.43375 -1.57088 -1.85243
H 0.39247 1.82923 0.37162
H -0.01817 1.85383 2.79929
H -2.34285 -1.44844 -0.07942
H -3.98179 -1.22971 2.56143
H -2.92068 -2.62860 2.40036
H -1.74535 -2.11485 4.40543
H -3.30274 -1.42158 4.85546
H -2.54126 0.80902 4.39843
H -0.99134 0.09792 4.84524
```

Summary:
* net charge: +1
* SMILES string: CC(C)[NH2+]C[C@@H](O)COc1ccc2c(c1)CCC2

Which of them is most stable? Easy: *B*.

*A*
Density functional theory data (ωB97M-V/def2-TZVPD) for an isolated ion of composition C2H3N2O2 and charge -1.

```
9
C2H3N2O2, DFT ωB97M-V/def2-TZVPD
O 3.24964 -1.06199 -0.12826
C 2.55396 -0.12218 0.10293
N 2.39993 1.13810 0.08748
N 1.29480 0.37325 0.70169
C 0.11958 0.17615 -0.04382
O -0.75264 -0.82789 0.39395
H -0.45396 1.09667 -0.13508
H 0.31102 -0.30616 -1.23847
H -0.21956 -1.51321 0.87586
```

Summary:
* net charge: -1
* SMILES string: [O-]C1=NN1CO

*B*
Density functional theory data (ωB97M-V/def2-TZVPD) for an isolated ion of composition C2H3N2O2 and charge -1.

```
9
C2H3N2O2, DFT ωB97M-V/def2-TZVPD
C -1.02140 -0.96214 0.15008
C -0.45609 0.51293 -0.01753
N -0.42441 -1.99756 -0.04047
N 1.82938 0.33404 -0.47724
O 2.95022 0.33082 0.04203
O 0.82978 0.68820 0.45320
H -2.10107 -0.85805 0.43459
H -0.52020 0.74159 -1.09198
H -1.08622 1.21017 0.54734
```

Summary:
* net charge: -1

*C*
Density functional theory data (ωB97M-V/def2-TZVPD) for C2H3N2O2 as an isolated structure.

```
9
C2H3N2O2, DFT ωB97M-V/def2-TZVPD
C -0.71478 -0.25197 -0.00603
C -1.16429 1.06364 0.07188
N 0.51966 -0.67040 -0.35000
N 2.02352 0.01988 0.32411
O 2.94519 -0.69121 -0.02606
O -0.56688 2.14146 -0.09920
H -1.45323 -1.03512 0.17702
H -2.25937 1.09543 0.32114
H 0.67018 -1.67173 -0.41288
```

Summary:
* net charge: -1

Which of them is most stable? Easy: *A*.